This record from OMol25 describes an isolated molecule of C6H14N2O3 in a non-equilibrium geometry. The level of theory is ωB97M-V/def2-TZVPD.

Properties
HOMO energy: -9.4 eV
HOMO-LUMO gap: 10.3 eV
SMILES: N[C@H]1C[C@H](N)[C@@H](O)[C@H](O)[C@H]1O
total energy: -572.2003 a.u.

Positions of all 25 atoms, in Å:
N: 1.8966 -1.5404 -0.1014
C: 0.9496 -0.7441 -0.8905
C: -0.5310 -1.0574 -1.0237
C: -1.4326 -0.8721 0.2579
N: -2.7952 -0.4309 -0.1217
C: -0.6885 0.2698 1.1177
O: 0.3763 -0.3381 1.8650
C: -0.0603 1.3241 0.2062
O: -0.9836 1.7977 -0.7997
C: 1.0371 0.7648 -0.5990
O: 2.2671 1.0108 0.0774
H: 1.5839 -1.7033 0.8858
H: 2.1157 -2.4231 -0.5719
H: 1.2696 -0.8094 -1.8989
H: -0.5234 -2.0884 -1.3467
H: -0.8195 -0.2922 -1.8526
H: -1.5505 -1.7788 0.8288
H: -3.2226 -0.8842 -0.9599
H: -3.4217 -0.5096 0.7188
H: -1.4477 0.7271 1.7876
H: 1.0634 0.4606 1.6829
H: 0.4160 2.1084 0.8049
H: -1.9358 1.5479 -0.5040
H: 1.0466 1.4179 -1.4941
H: 2.7924 0.1526 -0.0722

---

This record from OMol25 describes a structure of composition C11H16O5PSn in a non-equilibrium geometry. The level of theory is ωB97M-V/def2-TZVPD.

Properties
HOMO energy (alpha / beta): -20.6 / -20.6 eV
HOMO-LUMO gap (alpha / beta): 6.1 / 6.1 eV
charge: +3
total energy: -1359.3026 a.u.

Positions of all 34 atoms, in Å:
O: -4.2706 0.9525 -0.5172
C: -3.1837 1.2674 -0.2940
Sn: -0.9425 1.7560 -1.0889
O: -3.0693 -0.1445 -3.4505
C: -2.2068 0.4526 -2.9925
C: 1.0284 1.5562 -2.6463
O: 1.9168 1.5095 -3.3657
C: -0.1246 3.0168 0.6603
O: 0.9994 3.4752 0.5811
C: -1.5872 3.9799 -2.3625
O: -1.7166 4.9559 -2.9404
H: -0.8264 3.2501 1.5108
C: 2.6981 0.4945 1.0070
C: 1.9208 -0.5336 0.1852
P: 0.1173 -0.2753 0.0426
C: -0.5022 -1.7658 -0.8189
C: 0.0998 -3.1113 -0.3962
C: -0.5104 -0.3510 1.7681
C: -0.0691 -1.5399 2.6227
H: 2.7061 1.4860 0.5413
H: 3.7403 0.1587 1.0871
H: 2.3132 0.6059 2.0291
H: 2.3211 -0.5813 -0.8406
H: 2.0675 -1.5385 0.6121
H: -1.5941 -1.7864 -0.6846
H: -0.3177 -1.6188 -1.8946
H: -0.2257 -3.4191 0.6041
H: -0.2460 -3.8827 -1.0980
H: 1.1966 -3.1209 -0.4260
H: -0.2072 0.5836 2.2655
H: -1.6091 -0.3273 1.7077
H: 1.0191 -1.6798 2.6267
H: -0.3823 -1.3553 3.6601
H: -0.5529 -2.4694 2.3052

---

This record from OMol25 describes an isolated molecule of C4H10N2S2 in a non-equilibrium geometry. The level of theory is ωB97M-V/def2-TZVPD.

Properties
HOMO energy: -8.6 eV
HOMO-LUMO gap: 9.1 eV
SMILES: [H]/N=C(/NS)SCCC
total energy: -1064.1737 a.u.

Positions of all 18 atoms, in Å:
H: -3.2185 1.6356 -0.7112
N: -2.3310 2.0130 -1.0180
C: -1.3772 0.9883 -0.8711
N: 0.0089 1.2311 -1.0238
S: 0.5334 2.7757 -1.5440
S: -1.6531 -0.7599 -0.8392
C: -0.0047 -1.4834 -0.2971
C: 0.3063 -0.9609 1.0213
C: 1.6569 -1.2234 1.6896
H: 0.4699 0.5160 -1.5251
H: -0.8432 3.2004 -1.7969
H: 0.8506 -1.0295 -0.9466
H: -0.3566 -2.5007 -0.5799
H: -0.6283 -0.9961 1.7304
H: 0.4195 0.2265 0.6710
H: 1.6769 -0.4498 2.6377
H: 1.9105 -2.2842 2.1142
H: 2.5799 -0.8987 1.2887

---

This record from OMol25 describes a structure of composition C10H19IrN4O10P2S in a non-equilibrium geometry. The level of theory is ωB97M-V/def2-TZVPD.

Properties
HOMO energy (alpha / beta): -8.4 / -8.5 eV
HOMO-LUMO gap (alpha / beta): 6.9 / 7.0 eV
total energy: -2549.3059 a.u.

Positions of all 47 atoms, in Å:
Ir: -0.3348 -0.8241 -0.6060
N: -1.3208 -2.2382 -2.2339
C: -2.7456 -2.4232 -1.9725
C: -3.1107 -2.2186 -0.4897
O: -4.0532 -2.8117 0.0059
N: -2.3642 -1.2879 0.1344
C: -2.6499 -1.0274 1.5012
C: -1.3107 -0.8317 2.3278
O: -1.4262 -0.4350 3.4681
O: -0.2577 -1.0843 1.6865
H: -0.8044 -3.1036 -2.1014
H: -1.1529 -1.9040 -3.1774
H: -3.3126 -1.6728 -2.5285
H: -3.1108 -3.4138 -2.2662
H: -3.2079 -0.0933 1.6288
H: -3.2189 -1.8470 1.9593
C: 4.9447 -0.8203 0.5480
C: 3.6160 -0.6352 -0.1465
O: 3.7948 -0.2545 -1.4996
P: 2.6737 -2.2055 -0.2632
O: 3.7064 -3.2603 -0.8397
O: 2.3550 -2.8874 1.1175
O: 1.4875 -2.1158 -1.1687
P: 2.5678 0.6051 0.7185
O: 2.3350 -0.2872 2.0547
O: 3.2247 1.8933 0.9874
O: 1.2544 0.7233 -0.0483
H: 5.5942 -1.4602 -0.0469
H: 4.7950 -1.2662 1.5281
H: 5.4085 0.1568 0.6650
H: 3.2531 0.5300 -1.6633
H: 4.0941 -2.9335 -1.6533
H: 1.6457 -2.4267 1.5861
H: 1.8315 0.1841 2.7200
C: -2.6214 4.2122 -1.6014
N: -2.0815 3.5695 -0.4377
C: -2.0688 4.0639 0.8435
C: -1.3943 3.1830 1.6203
N: -1.0090 2.1509 0.8101
C: -1.4305 2.3874 -0.4443
S: -1.2576 1.3744 -1.7822
H: -3.0765 5.1562 -1.3162
H: -3.3681 3.5734 -2.0731
H: -1.8311 4.4070 -2.3278
H: -2.5372 4.9937 1.0880
H: -1.1696 3.2044 2.6665
H: -0.3554 1.4004 1.0219

---

This record from OMol25 describes a cluster of 10 separate species, C5H30NO9S2 in total in a non-equilibrium geometry. The level of theory is ωB97M-V/def2-TZVPD.

Properties
HOMO energy (alpha / beta): -9.0 / -9.0 eV
HOMO-LUMO gap (alpha / beta): 8.6 / 5.8 eV
multiplicity: 2
total energy: -1736.6682 a.u.

Positions of all 47 atoms, in Å:
C: 1.6059 0.1000 -2.0401
C: 1.0676 -1.1114 -2.8100
S: -0.6129 -0.7773 -3.5248
C: 1.8991 -0.4098 -0.5798
N: 1.0171 0.3453 0.3167
C: 0.3401 -0.4420 1.3139
C: -0.8256 0.3136 1.9386
S: -1.6619 -0.6583 3.2125
H: 2.5092 0.5357 -2.4503
H: 0.9595 0.9823 -2.2118
H: 1.5549 -1.6716 -3.6227
H: 0.8512 -1.9929 -2.1687
H: 1.8461 -1.4999 -0.3711
H: 2.9787 -0.2281 -0.3845
H: 0.4536 0.9703 -0.2306
H: -0.1269 -1.3874 0.9668
H: 1.1067 -0.7664 2.0379
H: -0.5610 1.3333 2.2495
H: -1.6371 0.4277 1.2445
H: -1.1664 -0.0187 4.2985
H: -0.7932 -3.0768 -0.1579
H: -0.1267 -4.4305 -0.2828
O: 0.0238 -3.5520 0.1137
H: -3.7263 -0.0248 -2.3687
H: -4.4110 -0.2685 -1.1460
O: -4.3381 0.4775 -1.7802
H: -1.2227 3.0193 -2.9540
H: -0.0135 2.5844 -3.7190
O: -0.2948 3.2882 -3.1200
H: 2.8496 2.2516 0.3807
H: 3.5685 2.5427 -0.9505
O: 3.6563 2.6091 -0.0014
H: -0.8534 1.4193 -1.5822
H: -2.2554 0.8209 -1.5138
O: -1.5802 1.2606 -0.9681
H: 2.5123 0.6195 2.6682
H: 2.9303 1.9427 3.4945
O: 2.5866 1.0532 3.5243
H: 0.8478 2.7682 1.8132
H: -0.0052 4.0410 1.8622
O: 0.5822 3.4933 2.3826
H: -2.7955 -1.7982 -1.2572
H: -1.8297 -0.9352 -0.4911
O: -2.4284 -1.6951 -0.3775
H: 0.8160 -3.7106 2.0893
H: 1.6857 -2.6358 2.4980
O: 1.6808 -3.5960 2.5217

---

This record from OMol25 describes a structure of composition C28H21BrF8MnN4O2S2Se in a non-equilibrium geometry. The level of theory is ωB97M-V/def2-TZVPD.

Properties
HOMO energy (alpha / beta): -14.1 / -14.2 eV
HOMO-LUMO gap (alpha / beta): 5.2 / 5.3 eV
charge: +2
multiplicity: 2
total energy: -9170.2910 a.u.

Positions of all 68 atoms, in Å:
Mn: 1.9745 0.4976 -0.2720
O: 5.3031 2.2174 4.4543
C: 4.5095 1.7090 3.5368
C: 3.7238 0.5587 3.7079
C: 2.9608 0.1014 2.6624
N: 2.8888 0.7350 1.4824
C: 3.6156 1.8479 1.3463
Br: 3.3810 2.7304 -0.3288
C: 4.4452 2.3682 2.2982
H: 5.2932 1.7428 5.2955
H: 3.7251 0.0165 4.6440
H: 2.3817 -0.8085 2.7439
H: 5.0323 3.2581 2.1210
F: -2.0033 3.9246 -2.6348
C: -0.7108 4.0556 -2.2958
F: 0.0241 3.5766 -3.3031
F: -0.4456 5.3613 -2.1809
C: -0.4467 3.3500 -0.9811
C: -0.8704 3.9629 0.1869
C: -0.6371 3.3557 1.4179
C: 0.0389 2.1574 1.4442
N: 0.4416 1.5544 0.3197
C: 0.1997 2.1112 -0.8855
S: 0.8536 1.1163 -2.1448
H: -1.3654 4.9241 0.1332
H: -0.9735 3.8073 2.3393
H: 0.2546 1.6461 2.3749
C: -3.4227 -0.0731 -2.1365
C: -2.8838 -1.5009 -2.2324
C: -1.5291 -1.6637 -1.5571
N: -1.6559 -1.3711 -0.1313
C: -0.7047 -1.2858 0.7549
S: 0.9963 -1.5148 0.3517
N: -0.9551 -1.0728 2.0679
C: -2.0348 -0.3300 2.7098
O: -1.6740 0.4995 3.4989
C: -3.4254 -0.6280 2.3484
C: -3.8536 -1.9035 1.9587
C: -5.1913 -2.1238 1.6817
C: -6.1064 -1.0825 1.7824
C: -5.6901 0.1777 2.1910
C: -4.3580 0.4037 2.4862
H: -4.3586 0.0081 -2.6862
H: -2.7179 0.6370 -2.5740
H: -3.6226 0.2231 -1.1030
H: -2.7699 -1.7769 -3.2802
H: -3.5969 -2.1996 -1.7851
H: -0.8013 -0.9875 -1.9925
H: -1.1543 -2.6809 -1.6861
H: -2.6089 -1.2722 0.2026
H: -0.1202 -1.0376 2.6339
H: -3.1563 -2.7340 1.9472
H: -5.5236 -3.1109 1.3900
H: -7.1509 -1.2614 1.5660
H: -6.4062 0.9819 2.2873
H: -4.0153 1.3733 2.8220
F: 4.0198 -4.8977 -5.2636
C: 3.9646 -3.9366 -4.3849
C: 5.1381 -3.4641 -3.7973
F: 6.2997 -3.9800 -4.1400
C: 5.0678 -2.4591 -2.8570
F: 6.1661 -2.0092 -2.2811
C: 3.8364 -1.8920 -2.4833
Se: 3.8642 -0.5188 -1.2152
C: 2.6790 -2.3693 -3.1156
F: 1.5138 -1.8233 -2.8273
C: 2.7300 -3.3862 -4.0400
F: 1.6177 -3.8352 -4.5929

---

This record from OMol25 describes an isolated molecule of C15H12N2O2 in a non-equilibrium geometry. The level of theory is ωB97M-V/def2-TZVPD.

Properties
HOMO energy: -8.7 eV
HOMO-LUMO gap: 7.6 eV
SMILES: O=C1c2ccccc2-c2c1nc1c([n+]2[O-])CCCC1
total energy: -838.6874 a.u.

Positions of all 31 atoms, in Å:
O: -0.8926 -3.1408 -1.7844
C: -0.2979 -2.1089 -1.6857
C: 0.9489 -1.7102 -2.2651
C: 1.8602 -2.4534 -2.9724
C: 3.0298 -1.8306 -3.4509
C: 3.3794 -0.5019 -3.0291
C: 2.4721 0.2035 -2.2563
C: 1.2529 -0.4385 -1.9428
C: 0.3005 0.0284 -0.9764
C: -0.5600 -1.0067 -0.8122
N: -1.5477 -1.0529 0.1076
C: -1.5902 0.0138 0.8658
C: -0.7872 1.1728 0.7484
N: 0.1656 1.1710 -0.2368
O: 0.8423 2.1629 -0.4068
C: -0.5491 2.1190 1.9237
C: -1.6962 2.0091 2.9614
C: -2.0901 0.5768 3.2753
C: -2.5190 -0.1742 2.0041
H: 1.6516 -3.4376 -3.2831
H: 3.7364 -2.4376 -3.9571
H: 4.4204 -0.2199 -3.3097
H: 2.5942 1.2555 -1.8544
H: -0.4349 3.1016 1.5199
H: 0.3693 1.9221 2.4101
H: -2.6584 2.4441 2.5988
H: -1.3080 2.5421 3.9246
H: -2.8260 0.6201 4.1047
H: -1.1214 0.3077 3.7262
H: -3.5372 0.0966 1.6980
H: -2.6080 -1.2338 2.3548

---

This record from OMol25 describes an isolated molecule of C5H6OS in a non-equilibrium geometry. The level of theory is ωB97M-V/def2-TZVPD.

Properties
HOMO energy: -8.9 eV
HOMO-LUMO gap: 7.9 eV
SMILES: S=CC1=CCOC1
total energy: -667.3831 a.u.

Positions of all 13 atoms, in Å:
S: -1.8475 1.9794 0.1832
C: -1.0342 0.7488 -0.5128
C: 0.2170 -0.0605 -0.2087
C: 0.8767 -0.1436 1.0128
C: 1.6018 -1.6052 0.9176
O: 1.5437 -1.8182 -0.4264
C: 0.5090 -0.9969 -1.1537
H: -1.1441 0.5602 -1.6537
H: 0.7907 0.3797 1.9191
H: 1.0831 -2.1403 1.8656
H: 2.8580 -1.4338 1.2526
H: 0.9229 -0.4516 -2.0246
H: -0.3227 -1.6940 -1.2100

---

Q: Which of these has the highest total energy?
A: C6H14N2O3

---

Q: What is the total energy in the fourth record?
A: -2549.3059 a.u.